Entry 1:
Computed, not measured: a structure of composition C8H15F10N8O25S10Zr at a distorted geometry, with the ωB97M-V functional and the def2-TZVPD basis.

E: -7660.25998 Ha
Net charge: -3

Last column: Mulliken charge in e.
Positions of all 77 atoms, in Å:
O: -1.3667 6.0588 -3.3082  -0.621
N: -1.2293 3.4866 -2.5311  -0.244
C: 1.8305 -0.3950 -5.8110  -0.394
F: 0.9633 -3.2256 3.0382  -0.217
S: -0.4098 -0.5726 5.3223  0.727
O: -2.3163 0.5269 2.6051  -0.383
O: 3.3035 6.1026 4.3036  -0.602
C: 1.0535 0.3923 0.7346  -0.243
H: -1.2562 0.2654 -5.5810  0.228
O: 0.8232 -0.3144 1.9502  -0.777
O: -5.7599 -2.1228 1.3840  -0.577
N: 2.3514 -0.2599 -3.7016  0.505
H: -0.0051 -2.4921 -6.2803  0.327
O: 0.3658 4.0647 -4.4515  -0.655
H: 4.0412 -0.6825 -2.4544  0.397
F: -1.6889 -3.6392 4.0150  -0.270
N: -2.3244 1.8111 2.6859  0.629
O: 0.8788 -3.0640 -1.1668  -0.588
H: -2.1811 -0.9504 -6.5293  0.380
C: -1.1921 -0.5925 -6.2518  -0.926
C: -0.1092 0.3401 -0.3777  1.063
S: 1.1591 -3.7991 1.5751  0.620
H: -0.3872 1.3675 -0.6390  0.233
O: -2.0408 -2.8458 6.1883  -0.571
N: 0.8880 -1.0750 -5.0654  0.344
O: 2.3940 -3.1392 1.3186  -0.541
O: -0.4948 -5.0556 -0.5823  -0.622
S: -3.6940 -3.7710 1.5836  1.009
Zr: -1.1609 -1.3113 1.9750  2.883
F: -0.2563 1.7793 -3.9191  -0.248
N: -0.3008 -2.9985 1.0730  0.306
H: 0.7299 -1.3831 -2.9080  0.163
O: 1.7457 2.7239 3.2078  -0.244
O: -4.1381 -4.1167 0.2573  -0.587
F: -4.6115 -0.7018 2.7649  -0.271
F: -1.4646 -2.9375 -0.8887  -0.344
F: 4.7163 4.7287 5.6572  -0.289
O: 1.2722 2.9424 -2.4751  -0.565
C: 3.1425 -0.0746 -2.4809  -0.457
H: 1.2685 1.4482 0.8929  0.012
N: 4.0662 3.7607 3.5819  -0.374
C: 1.2446 -1.0002 -3.7799  -0.102
F: -2.1249 5.2507 -1.1819  -0.275
O: -2.1353 2.4327 1.6418  -0.551
H: 3.6795 0.6617 -4.9954  0.474
O: 0.1505 -3.6503 5.3607  -0.557
O: 2.4291 4.1424 5.6669  -0.539
S: 3.3821 4.7499 4.7804  1.104
S: -0.9930 -2.7933 5.2081  0.843
O: -4.3297 -4.3150 2.7581  -0.600
N: -0.9783 -1.4181 4.0632  0.101
O: 2.4631 4.6165 1.7829  -0.588
H: 0.2411 -0.0864 -1.3341  -0.924
O: 1.1265 -5.2189 1.8226  -0.588
F: -2.3246 -4.5720 1.6350  -0.211
S: -0.9311 5.1688 -2.2672  1.018
H: 2.5171 -0.2258 -1.5986  -0.130
O: -1.3397 -0.1645 0.0795  -0.615
H: -0.8150 -2.1392 -4.7724  0.317
H: 1.9391 -0.0503 0.2545  0.352
O: -2.5698 2.3831 3.7359  -0.620
C: 2.7936 0.0518 -4.9550  -0.612
F: 3.5487 2.5091 1.7225  -0.354
N: -3.0797 -2.1450 1.7158  0.047
O: 0.1880 5.5398 -1.4522  -0.511
H: 3.3754 0.9800 -2.3199  0.365
S: -0.1340 -3.6829 -0.3625  0.920
O: -1.4596 -0.0842 6.1832  -0.580
O: -4.2966 -0.3713 0.4346  -0.538
S: -4.4720 -1.4486 1.3627  0.642
F: -0.1217 0.7458 4.4806  -0.097
O: 0.8957 -0.8873 5.8338  -0.582
S: 2.7998 3.5678 2.7098  0.902
S: 0.1070 3.2459 -3.2771  1.110
C: -0.3165 -1.6788 -5.6260  -0.541
H: 1.6817 -0.2084 -6.8596  0.378
H: -0.7466 -0.1843 -7.1625  0.323

Entry 2:
Computed, not measured: a cluster of 3 separate species, C2H9O3 in total at a distorted geometry, with the ωB97M-V functional and the def2-TZVPD basis.

E: -307.30863 Ha
Net charge: -1

Last column: Mulliken charge in e.
Positions of all 14 atoms, in Å:
H: -0.3750 2.3557 0.2247  0.414
H: -0.8068 -2.1847 -1.1714  0.295
O: 0.5581 1.2748 1.1350  -1.069
H: -1.8244 2.2078 -0.0783  0.266
C: 1.0549 -1.4105 0.0541  -0.869
H: 1.3673 -0.3666 0.0172  0.244
H: 1.2478 1.4849 1.7008  0.105
C: -0.3660 -1.2740 -0.7957  -0.251
O: -1.2685 -0.5721 0.0059  -0.503
H: 0.7363 -1.7094 1.0547  0.250
O: -1.1289 2.6914 -0.4889  -0.725
H: 1.7662 -2.0995 -0.4720  0.322
H: -0.1902 -0.5519 -1.6683  0.196
H: -0.7708 0.1543 0.4823  0.325

Entry 3:
Computed, not measured: a structure of composition C28H48F6O3SbTi at a distorted geometry, with the ωB97M-V functional and the def2-TZVPD basis.

⟨S²⟩: 2.003
Spin multiplicity: 3
E: -3010.50527 Ha
Net charge: -1

Last column: Mulliken charge in e.
Positions of all 87 atoms, in Å:
H: 4.3406 2.3928 -2.0927  0.403
H: -3.3537 -1.8673 -2.8453  0.269
C: 6.1479 0.7983 1.7310  -0.967
O: 0.9093 -0.7692 0.1581  0.073
H: -5.3846 0.6591 -0.4049  0.326
C: -2.1989 -1.0795 1.8429  -0.321
F: -0.4400 2.8955 -2.0150  -0.274
H: -1.0276 -4.4705 -0.3200  0.296
H: 6.1865 0.6313 0.6552  0.214
H: -0.8675 -2.7294 1.1728  0.153
C: 3.4449 1.1035 -0.5861  -0.535
C: 3.9944 -1.8836 0.8885  -0.993
C: -2.4301 -2.4408 -2.7466  -1.679
F: -1.7306 4.3673 2.2965  -0.278
C: -0.5293 -1.9546 3.5017  -2.000
H: -2.7650 3.7634 -1.3168  0.447
C: -1.6982 -2.0791 0.9555  -0.097
H: 3.7284 3.2669 -0.6931  0.263
H: -1.7627 1.2432 3.5164  0.084
H: -4.0432 -0.7670 -0.9253  0.267
H: 4.0721 -1.0089 2.8743  0.629
H: -3.7871 1.2174 3.5482  0.182
H: -0.6132 0.4389 4.5787  0.628
H: -2.4277 -3.2104 -3.5247  0.468
C: -3.5546 -4.0330 -1.1969  -1.786
H: -0.1397 -1.8370 4.5166  0.517
C: 0.7529 -0.9199 -1.0833  -0.052
H: 1.4545 -1.5706 -1.6337  0.229
F: 1.0905 3.2785 -0.5398  -0.170
H: -2.3461 -1.2352 5.3243  0.458
H: 4.9598 1.8707 3.1927  0.483
H: -1.0565 -4.6846 -2.0759  0.436
F: -0.3595 5.5927 1.1537  -0.317
C: -0.7215 4.3126 1.3982  0.419
H: 0.2843 -1.7700 2.7989  -0.030
C: -4.0016 1.6330 2.5646  -1.517
H: -2.3149 5.3119 -0.5552  0.423
C: 3.4099 -1.0248 2.0051  -0.287
H: 7.1146 1.2098 2.0368  0.381
O: -0.1389 -0.3260 -1.7263  -0.536
C: -3.3318 -1.0244 -0.1560  -0.769
C: -1.0504 0.4292 3.5741  -1.522
H: 5.1246 2.7155 1.6721  0.396
H: -4.8372 2.3288 2.6843  0.632
H: -1.5919 -1.7646 -2.9048  0.259
C: 4.9906 1.7261 2.1098  -0.974
C: -4.8980 1.3199 0.3112  -2.240
F: 0.0279 4.9262 -1.4559  -0.322
C: -2.4020 -2.0692 -0.2504  0.103
C: -0.1176 3.6778 -0.9705  0.207
H: -4.4859 -3.4684 -1.2688  0.302
H: -3.1378 2.1933 2.2101  -0.244
H: 4.9326 -1.4837 0.5066  0.315
C: -1.6666 -0.9495 3.2803  2.680
H: 3.9793 0.1969 -0.8668  0.633
C: -1.0740 -3.9417 -1.2737  -1.677
F: 0.3068 3.7249 2.0091  -0.108
H: 2.4573 -1.4405 2.3239  -0.237
H: -4.0664 1.8255 -0.1806  0.427
H: -3.1433 -2.2790 4.1333  0.322
C: -5.5606 -0.2666 2.1063  -1.819
C: -2.7550 -1.2728 4.3102  -1.851
H: -6.3932 0.3914 2.3774  0.496
C: -2.4706 4.2452 -0.3867  -1.978
H: -5.2662 -0.8341 2.9906  0.260
Sb: 2.9857 1.0593 1.5383  0.457
H: -0.1798 -3.3250 -1.3629  0.191
H: -3.2581 4.0958 0.3475  0.339
H: -0.2466 0.6314 2.8578  -0.044
H: 6.0422 -0.1756 2.2050  0.250
H: -3.5877 -0.5742 4.2589  0.260
O: -1.4269 2.2643 0.4529  -0.705
C: 4.2310 2.3501 -1.0054  -1.477
H: 5.2286 2.3570 -0.5754  0.394
C: -2.3465 -3.0967 -1.3659  2.377
C: -3.2712 -0.4148 1.1347  0.241
H: 4.1859 -2.9014 1.2431  0.376
H: -3.5567 -4.8085 -1.9691  0.453
H: -5.6347 2.0663 0.6210  0.467
H: 3.2935 -1.9518 0.0575  0.025
C: -1.1988 3.5643 0.1300  1.287
H: -0.8724 -2.9831 3.3820  0.310
C: -4.3882 0.5570 1.5490  2.605
H: -3.5265 -4.5141 -0.2168  0.346
H: 2.4777 1.0845 -1.0857  0.081
Ti: -1.0662 0.3078 0.2232  0.995
H: -5.9101 -0.9779 1.3556  0.274

Entry 4:
Computed, not measured: a cluster of 3 separate species, C27H48BFN6O5P in total at a distorted geometry, with the ωB97M-V functional and the def2-TZVPD basis.

E: -2227.76852 Ha
Net charge: +1

Last column: Mulliken charge in e.
Positions of all 89 atoms, in Å:
H: -1.7999 -2.6169 -1.8573  0.256
C: -4.9693 -5.6341 1.0521  -0.548
H: 0.9692 1.1902 -3.6423  0.634
C: 3.4962 -2.9985 1.3451  -0.950
H: 4.5600 3.2998 -3.2901  0.110
H: -3.3267 -5.3124 2.4508  0.254
C: 3.0153 2.8194 -0.6438  0.906
C: -4.8380 -3.3547 0.4890  0.148
O: 3.5323 0.4606 2.9602  -0.609
H: -4.9601 -4.9272 -0.9736  0.292
C: -5.4162 -4.6614 -0.0135  -0.698
H: 0.9171 -0.0709 2.5506  0.207
H: 0.8700 2.6088 0.2297  0.087
H: -9.1093 0.9498 2.0485  0.269
H: -6.9931 1.1115 3.2315  0.336
N: 1.7566 0.7359 -1.6519  1.016
H: -2.8250 -5.5120 0.7578  0.286
H: 7.6805 -0.6257 -1.4927  0.296
C: 5.4921 1.6568 -0.3200  -0.627
H: 4.3725 0.2354 -2.8470  0.274
H: -7.9814 1.2210 0.7087  0.322
C: 1.2101 0.2961 -2.9257  -0.459
H: -5.6367 -5.5677 1.9179  0.254
C: -7.5080 -1.0104 3.1311  -0.411
C: -8.5382 -0.8652 1.0459  -0.344
N: 3.3964 0.3877 0.3338  0.286
O: -2.4283 -0.5987 -1.9840  -0.575
O: 3.6435 4.0552 -1.0728  -0.547
C: 0.8346 -2.0902 -1.0278  -0.685
H: 0.9568 1.6088 2.1820  0.151
C: 7.2652 0.3899 -1.0930  -0.205
H: 4.4003 -0.0021 2.7687  0.336
H: 0.7430 5.0036 3.1745  0.368
C: 2.3677 -0.0866 -0.6631  -0.438
C: -8.2396 0.5410 1.5229  -0.535
H: 2.2258 3.3395 2.4602  0.220
H: 0.7923 -2.2538 -2.1482  0.032
H: 3.9546 4.6030 -0.3169  0.524
C: -7.1132 0.3091 2.5008  -0.444
C: -0.4865 -1.3053 -0.4179  0.206
C: 0.7643 4.9812 2.0191  -1.111
H: 9.3895 1.3499 -1.3056  0.320
H: -6.6436 -1.5910 3.4634  0.242
H: 0.6788 -3.1610 -0.5832  0.501
H: -2.6504 -1.9018 -0.3431  -0.292
H: -0.5704 -1.6527 0.6849  0.309
H: -1.8780 0.2192 -1.9368  0.315
P: 3.6549 2.1719 -3.3516  0.342
N: 4.6131 0.9060 -3.5960  -0.727
H: -0.1794 4.3656 1.7076  0.289
C: 2.7552 -2.3208 0.4756  0.008
H: 2.9580 4.8167 1.5699  0.205
B: 2.7407 0.5316 1.7282  0.326
H: -0.3773 -0.1619 -0.4491  -0.290
H: -8.1762 -0.8587 3.9854  0.333
C: -1.8559 -1.6827 -1.1850  0.383
C: -3.5990 -5.0994 1.4141  -0.482
H: 4.0844 -3.8946 1.7947  0.374
O: -8.2310 -1.7481 2.1347  -0.420
H: 2.5329 -0.2689 -4.7515  0.339
C: 7.8733 2.9194 -0.4066  -0.513
H: -6.4988 -4.6241 -0.1481  0.354
H: 0.7566 6.0167 1.5253  0.311
N: 2.0125 -1.3930 -0.4406  0.854
C: 3.9060 1.7661 0.1248  -0.004
H: -4.6056 -2.6592 -0.3214  0.319
C: 1.9804 -0.7587 -3.8727  -1.082
H: -6.1682 0.1958 1.9579  0.190
H: 8.5456 3.8389 -0.2754  0.371
H: 2.8822 2.3444 -4.5770  0.136
C: 2.4100 2.0621 -1.9347  -1.600
H: -5.5222 -2.8610 1.1877  -0.117
H: 4.0580 2.2492 1.1881  0.744
H: 0.1421 -0.1570 -2.7594  0.036
C: 6.3451 2.9220 -0.0711  -0.476
H: -9.5818 -0.9948 0.7498  0.300
H: -7.8982 -1.1417 0.2007  0.181
H: 2.7657 -1.3107 -3.2193  0.242
H: 1.2196 -1.5782 -4.2115  0.367
F: 1.0805 4.5290 -0.5738  -0.452
O: -3.6380 -3.6796 1.2076  -0.412
H: 1.5275 2.7608 -2.2662  0.748
H: 5.8561 3.8707 0.3630  0.165
N: 1.2566 0.6619 1.9064  -0.363
C: 8.3038 1.5253 -0.9764  -0.392
C: 1.7074 3.4120 0.1684  0.093
H: -4.9466 -6.6730 0.7174  0.348
N: 5.8595 0.3491 -0.7964  -0.177
C: 2.0782 4.0781 1.5973  -0.127

Entry 5:
Computed, not measured: a structure of composition C2HF5MnNO5S2 at a distorted geometry, with the ωB97M-V functional and the def2-TZVPD basis.

⟨S²⟩: 12.009
Spin multiplicity: 7
E: -2954.19714 Ha
Net charge: 0

Last column: Mulliken charge in e.
Positions of all 17 atoms, in Å:
F: -0.5880 -1.9172 -1.7852  -0.219
H: -2.4555 -1.4007 2.5503  0.526
S: 1.0180 0.6854 -1.4198  1.036
O: 0.0815 1.8654 -1.5509  -0.684
O: -3.2121 -1.9044 2.9295  -0.414
O: 1.3842 0.0652 -2.6865  -0.535
F: -2.1698 -1.7617 -0.4320  -0.157
F: -0.3043 -2.5186 0.2574  -0.205
C: -0.8503 -1.5877 -0.5223  0.672
S: -0.8424 0.3547 0.8877  0.590
Mn: 0.6750 2.8829 0.1393  0.730
N: 0.2422 -0.2571 -0.3365  -0.088
F: 2.9644 0.6471 0.3855  -0.232
C: 2.3567 1.5777 -0.3807  0.451
O: -0.5497 1.7983 1.1912  -0.620
F: 3.2901 1.9717 -1.2849  -0.229
O: -1.0402 -0.5013 2.0578  -0.622

The highest E belongs to which entry? C2H9O3

net charge of number 2 (C2H9O3)? -1

Number 5 is which compound? C2HF5MnNO5S2

Among the records above, which one has the lowest E? C8H15F10N8O25S10Zr